Entry 1:
Formula: C4H12
Source: the OMol25 dataset
Level of theory: ωB97M-V/def2-TZVPD

## Properties
ΔE to the lowest compared entry with this formula, charge and spin: 1.041 eV
Molar mass: 60.140 g/mol
E_LUMO: 1.1 eV
SMILES: CC.CC

Atoms and positions in Å:
C -1.607428 0.493643 -0.084873
C -2.889181 -0.336473 0.037726
H -1.678166 1.353859 0.548839
H -0.624588 0.135070 0.250978
H -1.565410 0.828369 -1.140711
H -3.341947 -0.325695 1.077405
H -2.900229 -1.407891 -0.363926
H -3.708005 -0.019977 -0.680657
C 1.882504 0.062538 -0.620408
C 2.761065 -0.301123 0.645239
H 2.371745 -0.131354 -1.577072
H 1.010273 -0.609296 -0.588892
H 1.581797 1.052647 -0.512848
H 2.701818 0.663552 1.243150
H 3.834093 -0.431574 0.595199
H 2.171660 -1.026293 1.170850

Cartesian forces (eV/Å) of the 2 atoms listed first:
-0.246 0.077 -0.797
-1.741 -1.561 -0.307

natural (NBO) atomic charge list, values in e, 4 entries: C -0.63; C -0.63; H 0.21; H 0.21

Entry 2:
Formula: C4H12
Source: the OMol25 dataset
Level of theory: ωB97M-V/def2-TZVPD

## Properties
ΔE to the lowest compared entry with this formula, charge and spin: 0.949 eV
Molar mass: 60.140 g/mol
E_LUMO: 1.1 eV
SMILES: CC.CC

Atoms and positions in Å:
C -0.128362 1.503772 -0.664651
C -1.184155 1.814176 -1.804182
H 0.359146 0.594639 -0.726983
H 0.582047 2.449471 -0.601677
H -0.756183 1.548664 0.233613
H -2.034795 1.003556 -1.734384
H -0.846103 1.773924 -2.837278
H -1.529285 2.870656 -1.702808
C 0.988871 -1.136211 1.583866
C 0.403534 -2.253656 0.829269
H 0.996768 -0.255712 0.890956
H 0.526767 -0.888558 2.509518
H 2.015253 -1.259286 1.866869
H 1.127043 -2.849056 0.350548
H -0.470858 -1.885240 0.275072
H -0.049687 -3.031139 1.532253

Cartesian forces (eV/Å) of the 2 atoms listed first:
-1.477 4.783 -0.632
-0.720 -1.237 0.551

natural (NBO) atomic charge list, values in e, 4 entries: C -0.60; C -0.61; H 0.20; H 0.20

Entry 3:
Formula: C4H12
Source: the OMol25 dataset
Level of theory: ωB97M-V/def2-TZVPD

## Properties
ΔE to the lowest compared entry with this formula, charge and spin: 0.475 eV
Molar mass: 60.140 g/mol
E_LUMO: 1.2 eV
SMILES: CC.CC

Atoms and positions in Å:
C -1.988811 -0.317681 -0.898375
C -1.540894 -1.780064 -0.919899
H -1.539490 0.195861 -1.715207
H -3.038301 -0.222299 -1.171372
H -1.673143 0.182756 0.012395
H -0.584537 -1.886961 -1.445463
H -2.283034 -2.466752 -1.316439
H -1.242337 -2.203260 0.047983
C 1.507284 0.305993 0.787675
C 1.978499 1.775755 1.027051
H 2.340090 -0.365935 0.884229
H 0.762291 0.082893 1.542383
H 1.161310 0.252570 -0.240070
H 1.792527 2.389536 0.154918
H 2.990418 1.873154 1.417828
H 1.358129 2.184432 1.832367

Cartesian forces (eV/Å) of the 2 atoms listed first:
-0.095 -0.664 -0.225
0.960 -0.449 0.476

natural (NBO) atomic charge list, values in e, 4 entries: C -0.62; C -0.62; H 0.20; H 0.21